{"formula": "C38H27Cl2CoGeN4O2S", "method": "wB97M-V/def2-TZVPD", "charge": 1, "homo_ev": [-10.588, -10.600], "max_force_ev_per_a": 1.41, "spin_multiplicity": 4, "s_squared": 3.762, "e_above_lowest_ev": 0.582, "e_tot_ha": -6611.87084, "elements": ["Co", "Cl", "C", "C", "C", "Cl", "C", "O", "C", "C", "O", "C", "H", "H", "H", "S", "C", "C", "C", "C", "C", "C", "C", "C", "C", "N", "H", "H", "H", "H", "H", "H", "Ge", "C", "C", "C", "C", "C", "C", "C", "C", "C", "C", "C", "C", "H", "H", "H", "H", "H", "H", "H", "H", "H", "H", "H", "N", "C", "C", "C", "C", "C", "C", "C", "N", "C", "C", "N", "C", "H", "H", "H", "H", "H", "H", "H"], "coordinates": [[0.203, -0.397, -0.286], [-4.749, 4.113, -3.285], [-3.695, 3.116, -2.326], [-3.935, 2.994, -0.951], [-3.125, 2.214, -0.166], [-3.435, 2.096, 1.541], [-2.027, 1.505, -0.704], [-1.308, 0.748, 0.063], [-1.796, 1.659, -2.089], [-0.703, 1.018, -2.779], [0.159, 0.279, -2.295], [-2.639, 2.463, -2.887], [-4.766, 3.522, -0.501], [-0.640, 1.222, -3.857], [-2.441, 2.562, -3.948], [3.438, -3.012, 0.269], [3.313, -2.960, -1.438], [2.105, -2.481, -1.844], [1.258, -2.167, -0.737], [1.867, -2.419, 0.472], [1.219, -2.127, 1.782], [1.537, -2.728, 2.985], [0.801, -2.370, 4.109], [-0.226, -1.445, 3.999], [-0.477, -0.884, 2.758], [0.247, -1.208, 1.688], [4.150, -3.265, -2.048], [1.822, -2.342, -2.877], [2.323, -3.470, 3.044], [1.023, -2.823, 5.067], [-0.826, -1.158, 4.851], [-1.265, -0.157, 2.589], [-0.683, -2.841, -1.003], [-0.943, -2.979, -2.902], [-1.770, -2.134, -3.646], [-1.958, -2.337, -5.006], [-1.322, -3.394, -5.645], [-0.504, -4.248, -4.920], [-0.319, -4.044, -3.558], [-2.198, -2.332, 0.044], [-2.339, -2.986, 1.271], [-3.491, -2.814, 2.029], [-4.513, -2.002, 1.559], [-4.390, -1.364, 0.331], [-3.238, -1.526, -0.422], [-0.294, -4.233, -0.478], [-2.284, -1.304, -3.179], [-2.607, -1.677, -5.568], [-1.472, -3.556, -6.704], [-0.015, -5.078, -5.415], [0.314, -4.732, -3.008], [-1.558, -3.643, 1.638], [-3.598, -3.326, 2.978], [-5.414, -1.873, 2.144], [-5.192, -0.737, -0.039], [-3.165, -1.016, -1.371], [4.762, 7.127, 5.736], [4.432, 6.374, 4.934], [4.010, 5.426, 3.923], [4.535, 5.493, 2.639], [4.133, 4.585, 1.674], [3.205, 3.608, 1.995], [2.674, 3.535, 3.274], [3.078, 4.444, 4.235], [2.793, 2.665, 0.990], [3.262, 2.581, -0.313], [2.601, 1.553, -0.889], [1.739, 0.991, 0.032], [1.877, 1.682, 1.139], [5.259, 6.256, 2.392], [4.552, 4.658, 0.682], [1.948, 2.782, 3.544], [2.667, 4.393, 5.234], [4.009, 3.245, -0.707], [2.678, 1.171, -1.893], [1.326, 1.510, 2.048]]}



{"formula": "C38H28F5N8O4S2Tl", "method": "wB97M-V/def2-TZVPD", "charge": -2, "homo_ev": -2.604, "max_force_ev_per_a": 0.35, "e_above_lowest_ev": 0.000, "e_tot_ha": -3672.20794, "elements": ["Tl", "C", "C", "C", "C", "C", "C", "C", "S", "O", "O", "N", "C", "C", "O", "O", "H", "H", "H", "H", "H", "H", "H", "H", "H", "C", "C", "N", "C", "C", "C", "C", "C", "C", "C", "C", "C", "N", "C", "H", "H", "H", "H", "H", "H", "H", "H", "F", "C", "C", "F", "C", "F", "C", "S", "C", "F", "C", "F", "C", "C", "N", "C", "C", "N", "C", "N", "N", "N", "C", "C", "C", "C", "C", "C", "H", "H", "H", "H", "H", "H", "H", "H", "H", "H", "H"], "coordinates": [[1.921, 2.122, -2.346], [1.355, -4.858, -1.536], [2.092, -3.583, -1.225], [2.579, -3.326, 0.055], [3.274, -2.159, 0.332], [3.484, -1.221, -0.671], [3.001, -1.463, -1.945], [2.313, -2.636, -2.218], [4.352, 0.301, -0.280], [3.658, 0.793, 0.903], [5.731, -0.116, -0.070], [4.150, 1.279, -1.465], [5.162, 1.319, -2.513], [4.946, 2.493, -3.500], [5.826, 2.651, -4.354], [3.890, 3.193, -3.363], [1.180, -5.443, -0.632], [1.919, -5.476, -2.239], [0.385, -4.650, -1.993], [2.404, -4.051, 0.844], [3.646, -1.958, 1.329], [3.154, -0.722, -2.719], [1.928, -2.809, -3.218], [5.197, 0.403, -3.119], [6.165, 1.437, -2.097], [4.545, 4.050, 0.983], [3.794, 3.997, -0.203], [2.498, 3.775, -0.212], [1.863, 3.563, 0.954], [2.529, 3.574, 2.187], [3.911, 3.830, 2.173], [1.801, 3.308, 3.393], [0.481, 3.034, 3.360], [-0.235, 3.005, 2.116], [-1.604, 2.680, 2.033], [-2.217, 2.656, 0.812], [-1.460, 2.984, -0.330], [-0.187, 3.297, -0.280], [0.435, 3.287, 0.916], [5.612, 4.218, 0.933], [4.261, 4.111, -1.175], [4.460, 3.824, 3.109], [2.342, 3.313, 4.333], [-0.064, 2.817, 4.273], [-2.150, 2.449, 2.943], [-3.260, 2.394, 0.690], [-1.940, 2.954, -1.303], [-9.349, 2.833, -2.495], [-8.061, 2.429, -2.529], [-7.057, 3.220, -2.002], [-7.378, 4.404, -1.446], [-5.743, 2.797, -2.041], [-4.832, 3.620, -1.492], [-5.333, 1.574, -2.600], [-3.688, 1.066, -2.632], [-6.393, 0.810, -3.118], [-6.145, -0.387, -3.677], [-7.713, 1.214, -3.089], [-8.679, 0.429, -3.606], [0.943, -0.368, 2.152], [0.039, -0.349, 0.971], [0.327, 0.081, -0.225], [-0.811, -0.057, -0.983], [-1.820, -0.562, -0.232], [-1.274, -0.760, 1.028], [-1.981, -1.174, 2.192], [-1.659, -2.536, 2.597], [-1.469, -2.812, 3.899], [-1.284, -4.072, 4.054], [-1.357, -4.667, 2.815], [-1.232, -6.011, 2.442], [-1.373, -6.306, 1.108], [-1.619, -5.294, 0.152], [-1.728, -3.969, 0.496], [-1.602, -3.679, 1.862], [1.933, -0.051, 1.825], [1.001, -1.366, 2.594], [0.598, 0.326, 2.923], [-0.849, 0.252, -2.014], [-2.856, -0.750, -0.457], [-3.050, -1.099, 1.989], [-1.735, -0.551, 3.052], [-1.033, -6.774, 3.183], [-1.285, -7.331, 0.773], [-1.704, -5.571, -0.890], [-1.880, -3.197, -0.246]]}



{"formula": "C38H28I2N2O3PdTe", "method": "wB97M-V/def2-TZVPD", "charge": 0, "homo_ev": [-7.149, -7.180], "max_force_ev_per_a": 4.71, "spin_multiplicity": 3, "s_squared": 2.055, "e_above_lowest_ev": 2.181, "e_tot_ha": -2791.16291, "elements": ["Pd", "C", "C", "C", "C", "C", "O", "C", "C", "C", "C", "C", "C", "C", "O", "C", "C", "C", "N", "C", "C", "Te", "C", "C", "C", "C", "C", "C", "C", "C", "C", "C", "C", "C", "H", "H", "H", "H", "H", "H", "H", "H", "H", "H", "H", "H", "H", "H", "H", "H", "H", "H", "H", "H", "H", "H", "H", "H", "I", "C", "C", "C", "I", "C", "C", "C", "C", "N", "C", "C", "O", "H", "H", "H", "H"], "coordinates": [[-0.670, 1.171, -1.139], [5.861, 0.407, 0.806], [4.558, 0.357, 0.041], [4.530, -0.243, -1.265], [3.293, -0.282, -1.897], [3.196, -0.294, -3.404], [3.736, 0.479, -4.177], [2.278, -1.305, -4.025], [1.781, -2.391, -3.315], [0.886, -3.338, -3.911], [0.356, -3.026, -5.103], [0.921, -2.023, -5.863], [1.804, -1.090, -5.331], [2.115, 0.132, -1.168], [1.037, 0.289, -1.888], [2.182, 0.361, 0.175], [3.401, 0.694, 0.696], [0.956, 0.327, 1.020], [-0.200, 0.084, 0.419], [-0.986, -1.037, 0.929], [-1.695, -1.794, -0.215], [-2.442, -3.799, 0.494], [-2.091, -3.433, 2.593], [-2.938, -2.571, 3.364], [-2.469, -2.203, 4.616], [-1.542, -3.005, 5.288], [-0.761, -3.826, 4.564], [-1.055, -4.129, 3.268], [0.988, 0.438, 2.486], [1.978, -0.191, 3.223], [1.905, -0.096, 4.604], [1.020, 0.756, 5.240], [0.101, 1.481, 4.469], [0.111, 1.311, 3.118], [5.847, -0.376, 1.576], [6.054, 1.467, 1.175], [6.731, 0.151, 0.095], [5.385, -0.579, -1.794], [2.214, -2.537, -2.291], [0.597, -4.219, -3.313], [-0.393, -3.664, -5.520], [0.559, -1.867, -6.895], [2.163, -0.330, -5.960], [3.579, 1.131, 1.671], [-1.726, -0.836, 1.689], [-0.247, -1.816, 1.293], [-1.014, -2.056, -1.117], [-2.517, -1.288, -0.731], [-3.960, -2.374, 2.988], [-3.011, -1.499, 5.152], [-1.341, -2.884, 6.346], [0.038, -4.396, 5.011], [-0.468, -4.824, 2.646], [2.834, -0.695, 2.742], [2.657, -0.632, 5.214], [1.008, 1.056, 6.251], [-0.610, 2.164, 4.997], [-0.554, 1.863, 2.466], [0.021, 5.503, -4.221], [-1.673, 4.521, -3.515], [-2.826, 5.254, -3.447], [-4.006, 4.795, -2.805], [-5.571, 6.033, -3.127], [-3.895, 3.734, -1.903], [-4.969, 3.296, -1.067], [-4.746, 2.312, -0.128], [-3.504, 1.698, -0.069], [-2.498, 2.004, -0.883], [-2.639, 3.008, -1.814], [-1.511, 3.309, -2.714], [-0.399, 2.591, -2.716], [-2.947, 6.186, -3.953], [-5.968, 3.671, -1.283], [-5.424, 2.114, 0.684], [-3.415, 0.802, 0.555]]}



{"formula": "C38H28IrN5", "method": "wB97M-V/def2-TZVPD", "charge": 0, "homo_ev": [-7.129, -7.129], "max_force_ev_per_a": 1.69, "e_above_lowest_ev": 0.991, "e_tot_ha": -1842.87331, "elements": ["Ir", "C", "C", "C", "C", "C", "C", "N", "C", "C", "C", "C", "C", "C", "N", "N", "C", "C", "C", "C", "C", "N", "H", "H", "H", "H", "H", "H", "H", "H", "H", "H", "H", "H", "H", "C", "C", "C", "C", "C", "C", "C", "C", "H", "H", "H", "H", "H", "N", "C", "C", "C", "C", "C", "C", "C", "C", "C", "C", "C", "C", "C", "H", "H", "H", "H", "H", "H", "H", "H", "H", "H"], "coordinates": [[0.002, -0.091, -0.014], [1.642, 1.166, 5.165], [1.182, -0.071, 4.734], [0.398, -0.171, 3.597], [0.059, 0.974, 2.879], [0.519, 2.218, 3.313], [1.306, 2.308, 4.450], [-0.671, 0.850, 1.682], [-1.650, 1.720, 1.350], [-2.410, 2.498, 2.267], [-3.440, 3.277, 1.818], [-3.783, 3.359, 0.448], [-3.069, 2.635, -0.465], [-2.011, 1.824, -0.019], [-1.227, 1.074, -0.860], [-1.299, 1.155, -2.154], [-0.396, 0.320, -2.759], [-0.262, 0.319, -4.154], [0.653, -0.528, -4.729], [1.419, -1.380, -3.927], [1.226, -1.356, -2.567], [0.343, -0.529, -1.995], [2.265, 1.240, 6.046], [1.434, -0.966, 5.288], [0.040, -1.131, 3.248], [0.289, 3.104, 2.733], [1.671, 3.276, 4.769], [-2.184, 2.435, 3.322], [-4.021, 3.839, 2.538], [-4.612, 3.976, 0.134], [-3.294, 2.659, -1.521], [-0.876, 0.992, -4.732], [0.775, -0.539, -5.804], [2.153, -2.048, -4.352], [1.765, -2.004, -1.889], [0.151, -1.975, 0.694], [0.214, -3.113, 1.126], [0.335, -4.430, 1.670], [-0.560, -5.438, 1.308], [-0.433, -6.707, 1.849], [0.588, -6.988, 2.746], [1.482, -5.989, 3.107], [1.357, -4.716, 2.579], [-1.352, -5.217, 0.606], [-1.133, -7.482, 1.565], [0.687, -7.982, 3.163], [2.280, -6.202, 3.807], [2.047, -3.931, 2.860], [1.227, 1.424, -0.253], [2.271, 1.911, 0.253], [3.373, 1.111, 0.895], [4.708, 1.432, 0.662], [5.725, 0.641, 1.174], [5.420, -0.472, 1.944], [4.093, -0.796, 2.187], [3.079, -0.015, 1.657], [2.453, 3.400, 0.201], [3.094, 4.071, 1.237], [3.181, 5.456, 1.226], [2.641, 6.180, 0.174], [2.006, 5.513, -0.867], [1.908, 4.133, -0.850], [4.951, 2.302, 0.064], [6.758, 0.895, 0.973], [6.213, -1.084, 2.352], [3.846, -1.662, 2.788], [2.049, -0.278, 1.836], [3.512, 3.508, 2.062], [3.671, 5.970, 2.043], [2.714, 7.260, 0.164], [1.580, 6.074, -1.689], [1.403, 3.600, -1.645]]}



{"formula": "C38H29BrCeN7O6S", "method": "wB97M-V/def2-TZVPD", "charge": 1, "homo_ev": [-10.421, -10.421], "max_force_ev_per_a": 1.21, "e_above_lowest_ev": 0.000, "e_tot_ha": -5747.52605, "elements": ["Ce", "C", "O", "C", "C", "C", "C", "C", "C", "N", "N", "C", "C", "O", "C", "C", "C", "C", "C", "C", "C", "C", "H", "H", "H", "H", "H", "H", "H", "H", "H", "H", "H", "H", "H", "O", "C", "O", "C", "C", "C", "C", "C", "N", "H", "H", "H", "H", "C", "N", "C", "C", "N", "C", "S", "C", "C", "C", "C", "C", "N", "H", "H", "H", "H", "H", "H", "H", "H", "H", "Br", "C", "C", "N", "C", "C", "C", "C", "O", "O", "H", "H", "H"], "coordinates": [[-0.372, 0.776, -0.093], [2.492, 0.496, 2.196], [1.659, -0.243, 1.291], [2.219, -1.336, 0.665], [3.552, -1.691, 0.782], [4.027, -2.805, 0.102], [3.178, -3.559, -0.692], [1.846, -3.196, -0.812], [1.359, -2.084, -0.142], [0.011, -1.615, -0.262], [-0.754, -2.358, -0.945], [-2.043, -2.022, -1.193], [-2.747, -0.965, -0.562], [-2.216, -0.280, 0.423], [-4.052, -0.625, -0.995], [-4.634, -1.305, -2.014], [-3.993, -2.411, -2.653], [-4.633, -3.112, -3.694], [-4.018, -4.178, -4.295], [-2.742, -4.574, -3.860], [-2.097, -3.900, -2.852], [-2.710, -2.798, -2.227], [3.351, 0.913, 1.671], [2.819, -0.157, 3.004], [1.876, 1.303, 2.580], [4.227, -1.116, 1.399], [5.070, -3.077, 0.199], [3.548, -4.426, -1.222], [1.168, -3.769, -1.428], [-4.540, 0.207, -0.505], [-5.616, -1.007, -2.362], [-5.619, -2.794, -4.009], [-4.512, -4.717, -5.092], [-2.261, -5.425, -4.323], [-1.116, -4.214, -2.529], [-3.410, 2.568, -2.515], [-2.384, 2.023, -2.219], [-1.705, 2.197, -1.091], [-1.736, 1.022, -3.145], [-2.151, 0.906, -4.459], [-1.505, -0.008, -5.274], [-0.468, -0.766, -4.750], [-0.127, -0.598, -3.422], [-0.760, 0.270, -2.629], [-2.960, 1.533, -4.804], [-1.798, -0.123, -6.309], [0.071, -1.482, -5.355], [0.672, -1.174, -2.971], [-2.217, 4.832, 3.870], [-1.646, 3.602, 4.404], [-1.481, 3.321, 5.747], [-0.935, 2.104, 5.835], [-0.749, 1.636, 4.530], [-1.209, 2.573, 3.645], [-1.275, 2.660, 1.962], [-0.273, 0.314, 4.267], [0.556, -0.291, 5.206], [0.897, -1.615, 5.008], [0.406, -2.279, 3.893], [-0.371, -1.562, 3.004], [-0.690, -0.274, 3.166], [-2.424, 5.492, 4.708], [-3.136, 4.614, 3.330], [-1.512, 5.303, 3.189], [-1.784, 4.009, 6.515], [-0.696, 1.513, 6.698], [0.932, 0.256, 6.058], [1.536, -2.121, 5.720], [0.624, -3.322, 3.711], [-0.762, -2.031, 2.109], [6.674, 2.342, -3.221], [5.431, 2.846, -1.903], [5.739, 3.873, -1.016], [4.908, 4.282, -0.060], [3.730, 3.674, 0.037], [3.348, 2.634, -0.801], [4.216, 2.205, -1.798], [2.044, 1.965, -0.626], [1.734, 0.969, -1.337], [1.228, 2.376, 0.274], [6.694, 4.380, -1.085], [3.056, 4.022, 0.811], [3.939, 1.395, -2.459]]}



{"formula": "C38H29BrF12IrNO2Si", "method": "wB97M-V/def2-TZVPD", "charge": -2, "homo_ev": -1.565, "max_force_ev_per_a": 0.97, "e_above_lowest_ev": 0.285, "e_tot_ha": -5837.03963, "elements": ["Ir", "C", "C", "C", "C", "C", "N", "C", "C", "C", "C", "C", "C", "C", "C", "O", "C", "F", "F", "F", "C", "F", "F", "F", "C", "C", "C", "O", "C", "F", "F", "F", "C", "F", "F", "F", "H", "H", "H", "H", "H", "H", "H", "H", "H", "H", "H", "H", "Br", "C", "C", "C", "C", "C", "C", "C", "C", "C", "C", "H", "H", "H", "H", "H", "H", "C", "Si", "C", "C", "C", "C", "C", "C", "C", "H", "H", "H", "H", "H", "H", "H", "H", "H", "H", "H"], "coordinates": [[0.025, 0.385, -0.997], [1.859, 0.159, 4.918], [1.294, -0.344, 3.616], [-0.062, -0.617, 3.472], [-0.568, -1.047, 2.258], [0.268, -1.206, 1.151], [-0.216, -1.466, -0.123], [-0.914, -2.544, -0.510], [-1.204, -3.600, 0.388], [-1.906, -4.723, 0.009], [-2.352, -4.884, -1.299], [-3.136, -6.093, -1.737], [-2.031, -3.876, -2.198], [-1.339, -2.716, -1.861], [-0.922, -1.736, -2.997], [-0.260, -0.584, -2.713], [0.069, -2.532, -3.919], [0.993, -3.164, -3.192], [0.721, -1.745, -4.784], [-0.556, -3.485, -4.667], [-2.156, -1.290, -3.916], [-1.790, -1.167, -5.213], [-2.612, -0.093, -3.544], [-3.231, -2.114, -3.921], [1.644, -0.910, 1.273], [2.126, -0.505, 2.514], [2.515, -1.010, -0.012], [1.982, -0.483, -1.137], [3.888, -0.271, 0.190], [4.717, -0.841, 1.113], [4.595, -0.210, -0.945], [3.697, 0.996, 0.586], [2.854, -2.532, -0.209], [3.322, -3.106, 0.933], [3.806, -2.725, -1.146], [1.796, -3.251, -0.579], [1.081, 0.238, 5.678], [2.310, 1.147, 4.793], [2.638, -0.507, 5.300], [-0.736, -0.467, 4.309], [-1.626, -1.236, 2.137], [-0.836, -3.522, 1.403], [-2.101, -5.497, 0.747], [-3.180, -6.836, -0.937], [-2.687, -6.573, -2.611], [-4.166, -5.838, -2.005], [-2.320, -4.026, -3.228], [3.176, -0.288, 2.645], [-1.339, 4.170, -0.471], [-1.900, 3.113, 0.986], [-2.117, 3.792, 2.153], [-2.820, 3.178, 3.209], [-3.385, 1.958, 2.991], [-3.182, 1.258, 1.773], [-3.916, 0.075, 1.537], [-3.782, -0.554, 0.333], [-2.782, -0.133, -0.561], [-1.897, 0.917, -0.348], [-2.281, 1.755, 0.774], [-1.788, 4.819, 2.236], [-2.978, 3.711, 4.139], [-4.027, 1.503, 3.739], [-4.598, -0.284, 2.301], [-4.360, -1.442, 0.100], [-2.651, -0.738, -1.436], [2.945, 2.007, -2.556], [1.281, 2.339, -1.682], [0.542, 3.539, -2.990], [1.825, 3.368, -0.151], [1.488, 2.986, 1.149], [1.890, 3.716, 2.259], [2.652, 4.866, 2.095], [3.014, 5.264, 0.814], [2.609, 4.517, -0.285], [3.063, 2.697, -3.395], [2.985, 0.982, -2.929], [3.790, 2.138, -1.876], [1.050, 4.512, -2.959], [-0.532, 3.701, -2.921], [0.745, 3.093, -3.968], [0.888, 2.090, 1.301], [1.600, 3.388, 3.251], [2.964, 5.445, 2.957], [3.616, 6.156, 0.674], [2.914, 4.838, -1.277]]}